(1)
# C13H25BrN2O4

3 unconnected molecules or ions with the total composition C13H25BrN2O4 (wB97M-V/def2-TZVPD, the OMol25 dataset).

SMILES: O=C1C[C@@H](CCCBr)CO1.CNC(C)=O.CNC(C)=O
Kohn-Sham gap: 10.1036 eV
E: -95095.9708 eV
molar mass: 353.26 g mol⁻¹

The geometry in ORCA input format:
```
! wB97M-V def2-TZVPD RIJCOSX def2/J DEFGRID3
* xyz 0 1
O -5.922 1.037 0.697
C -4.719 0.443 0.576
C -3.810 -0.320 1.725
C -2.351 0.275 1.271
C -1.256 -0.469 2.237
C -1.164 0.431 3.637
C 0.073 1.527 3.619
Br -0.526 3.267 2.784
C -2.446 -0.101 -0.322
O -3.838 0.359 -0.634
H -4.090 -0.195 2.857
H -3.725 -1.452 1.409
H -2.349 1.444 1.315
H -1.679 -1.537 2.513
H -0.194 -0.501 1.737
H -1.156 -0.261 4.600
H -2.159 1.072 3.693
H 0.340 1.753 4.753
H 0.982 1.039 3.032
H -2.562 -1.265 -0.555
H -1.579 0.244 -1.028
C 0.318 2.098 -5.200
N -0.016 0.954 -4.385
C 0.461 0.646 -3.144
C 1.455 1.591 -2.525
O 0.079 -0.373 -2.571
H -0.601 2.655 -5.399
H 0.736 1.736 -6.141
H 1.040 2.756 -4.714
H -0.681 0.280 -4.747
H 1.751 1.226 -1.540
H 2.347 1.656 -3.154
H 1.003 2.580 -2.407
C 3.170 -1.448 -0.910
N 2.509 -1.177 0.345
C 2.556 -1.921 1.488
C 3.384 -3.177 1.471
O 1.934 -1.558 2.486
H 3.826 -0.605 -1.139
H 2.405 -1.534 -1.686
H 3.758 -2.365 -0.879
H 1.936 -0.345 0.421
H 3.332 -3.671 2.443
H 2.999 -3.864 0.711
H 4.429 -2.929 1.262
*
```

(2)
# C6H4Cl2O2

C6H4Cl2O2 in the gas phase (wB97M-V/def2-TZVPD, the OMol25 dataset).

Kohn-Sham gap: 8.4890 eV
E: -35421.2057 eV
molar mass: 179.00 g mol⁻¹
ΔE to the lowest compared entry with this formula, charge and spin: 5.795 eV

The geometry in ORCA input format:
```
! wB97M-V def2-TZVPD RIJCOSX def2/J DEFGRID3
* xyz 0 1
C -1.204 -0.232 -1.120
C 0.072 -0.650 -1.177
C -0.980 1.028 0.998
C -1.752 0.589 0.039
C 0.910 -0.295 0.063
C 2.439 -0.330 -0.380
O 0.435 0.832 0.861
O 1.166 -1.358 0.953
Cl -3.442 0.590 0.060
Cl 3.271 1.020 0.150
H -1.739 -0.395 -2.065
H 0.496 -1.347 -1.966
H -1.382 1.627 1.844
H 1.712 -1.081 1.741
*
```

(3)
# C20H42F18MgN3O19S6

A molecular structure, C20H42F18MgN3O19S6 (wB97M-V/def2-TZVPD, the OMol25 dataset).

Kohn-Sham gap: 6.9078 eV
E: -184158.7417 eV
molar mass: 1187.23 g mol⁻¹
ΔE to the lowest compared entry with this formula, charge and spin: 0.451 eV

The geometry in ORCA input format:
```
! wB97M-V def2-TZVPD RIJCOSX def2/J DEFGRID3
* xyz -1 1
Mg 6.763 -4.619 5.528
C 9.437 -7.268 7.294
F 9.943 -6.617 8.383
F 10.141 -8.415 7.218
F 8.186 -7.679 7.530
S 9.423 -6.241 5.651
O 10.836 -6.107 5.113
O 8.545 -7.017 4.778
N 8.548 -4.753 6.145
S 9.726 -3.891 6.791
O 9.152 -3.049 7.863
O 10.975 -4.455 7.182
C 10.267 -2.739 5.359
F 9.221 -2.416 4.563
F 10.730 -1.662 6.003
F 11.177 -3.356 4.631
C 4.681 -2.200 2.834
F 4.141 -1.924 1.677
F 6.009 -2.023 2.748
F 4.122 -1.489 3.865
S 4.486 -4.174 3.235
O 3.585 -4.343 4.406
O 4.021 -4.913 2.042
N 6.176 -4.641 3.795
S 6.893 -5.001 2.453
O 6.565 -4.215 1.238
O 8.324 -5.057 2.801
C 6.483 -6.829 2.185
F 5.649 -6.951 1.135
F 7.664 -7.482 1.916
F 5.926 -7.288 3.335
C 9.569 -10.008 10.503
F 10.844 -9.881 10.158
F 8.753 -9.350 9.635
F 9.166 -11.284 10.570
S 9.335 -9.280 12.280
O 10.081 -10.231 13.181
O 10.041 -7.956 12.235
N 7.572 -9.038 12.446
S 7.341 -10.177 13.567
O 7.784 -11.506 13.229
O 7.658 -9.791 14.889
C 5.405 -10.303 13.474
F 4.882 -9.347 14.231
F 4.881 -10.102 12.242
F 4.918 -11.486 13.909
C 11.012 0.670 8.510
C 12.140 -0.381 8.293
O 13.329 -0.107 9.015
H 11.369 1.667 8.252
H 10.653 0.579 9.535
H 10.190 0.455 7.827
H 12.458 -0.481 7.255
H 11.798 -1.322 8.723
H 13.174 -0.012 9.957
C 6.516 1.213 4.434
C 7.766 0.609 5.142
O 7.270 -0.391 6.078
H 5.851 1.645 5.181
H 6.021 0.485 3.791
H 6.731 2.112 3.855
H 8.188 1.479 5.645
H 8.623 0.247 4.574
H 6.587 -0.095 6.685
C 15.417 -2.596 6.461
C 14.081 -2.231 5.785
O 14.155 -0.866 5.437
H 16.132 -2.160 5.763
H 15.729 -3.623 6.650
H 15.407 -2.008 7.379
H 13.218 -2.555 6.367
H 13.920 -2.807 4.874
H 14.464 -0.422 6.229
C 5.851 -2.407 8.571
C 5.132 -2.634 7.252
O 6.058 -2.939 6.193
H 6.704 -1.753 8.388
H 6.096 -3.311 9.129
H 5.109 -1.938 9.218
H 4.483 -1.762 7.165
H 4.397 -3.433 7.349
H 6.497 -2.115 5.968
C 8.743 -2.140 11.722
C 10.138 -2.752 11.344
O 10.473 -3.555 12.503
H 8.285 -1.796 10.794
H 8.817 -1.224 12.307
H 8.030 -2.834 12.167
H 10.870 -1.978 11.115
H 10.165 -3.391 10.461
H 10.877 -3.027 13.196
C 11.870 1.165 4.701
C 11.037 2.354 4.163
O 10.557 2.022 2.918
H 12.547 1.399 5.522
H 12.505 0.665 3.969
H 11.175 0.434 5.115
H 11.587 3.294 4.211
H 10.256 2.445 4.918
H 11.055 2.621 2.356
C 12.741 -6.005 2.127
C 13.893 -5.410 2.869
O 13.586 -5.322 4.267
H 12.572 -7.021 2.486
H 12.975 -6.036 1.063
H 11.869 -5.376 2.309
H 14.023 -4.435 2.398
H 14.784 -6.015 2.701
H 12.831 -4.731 4.307
*
```

(4)
# C29H31CoFN2PSSi

A molecular structure, C29H31CoFN2PSSi (wB97M-V/def2-TZVPD, the OMol25 dataset).

Kohn-Sham gap (spin up / spin down): 8.9288 / 6.0146 eV
E: -101890.2495 eV
molar mass: 576.64 g mol⁻¹

The geometry in ORCA input format:
```
! wB97M-V def2-TZVPD RIJCOSX def2/J DEFGRID3
* xyz 2 5
Co -0.010 -0.370 0.101
C 1.628 -0.714 3.134
Si 2.133 -2.044 1.852
C 3.387 -1.305 0.612
C 2.771 -3.603 2.717
N 0.665 -2.111 0.862
C -0.062 -3.177 0.529
C 0.333 -4.529 0.711
C -0.542 -5.561 0.473
C -1.837 -5.321 0.018
C -2.242 -4.018 -0.268
C -1.360 -3.004 -0.026
F -1.721 -1.692 -0.291
H 2.509 -0.324 3.631
H 0.973 -1.131 3.893
H 1.107 0.118 2.661
H 4.286 -1.011 1.140
H 2.983 -0.429 0.112
H 3.668 -2.031 -0.144
H 3.509 -3.311 3.459
H 3.268 -4.287 2.035
H 1.986 -4.141 3.239
H 1.338 -4.729 1.034
H -0.217 -6.576 0.640
H -2.526 -6.137 -0.122
H -3.222 -3.810 -0.669
C -1.004 2.087 2.685
P -0.986 1.534 0.937
C -0.474 3.006 0.018
C 0.349 3.958 0.619
C 0.697 5.102 -0.072
C 0.253 5.294 -1.371
C -0.523 4.325 -1.994
C -0.869 3.172 -1.312
C -2.766 1.282 0.683
C -3.289 0.110 1.240
C -4.630 -0.186 1.111
C -5.468 0.693 0.439
C -4.962 1.883 -0.063
C -3.614 2.180 0.044
H -1.558 3.027 2.725
H -0.007 2.235 3.090
H -1.527 1.348 3.289
H 0.715 3.819 1.625
H 1.316 5.843 0.408
H 0.515 6.196 -1.901
H -0.852 4.480 -3.010
H -1.465 2.404 -1.792
H -2.628 -0.561 1.778
H -5.022 -1.100 1.530
H -6.513 0.453 0.312
H -5.628 2.584 -0.539
H -3.233 3.115 -0.335
S 0.937 -1.385 -4.212
C 0.111 -1.321 -2.722
N 0.530 -0.440 -1.851
C 1.592 0.282 -2.354
C 2.262 1.329 -1.719
C 3.313 1.932 -2.375
C 3.699 1.527 -3.655
C 3.031 0.514 -4.312
C 1.980 -0.105 -3.651
H -0.709 -1.992 -2.543
H 1.943 1.656 -0.736
H 3.845 2.739 -1.898
H 4.529 2.014 -4.139
H 3.305 0.219 -5.313
*
```

(5)
# C2H9NS

2 unconnected molecules or ions with the total composition C2H9NS (wB97M-V/def2-TZVPD, the OMol25 dataset).

SMILES: CNC.S
Kohn-Sham gap: 10.0739 eV
E: -14544.7201 eV
molar mass: 79.17 g mol⁻¹
ΔE to the lowest compared entry with this formula, charge and spin: 0.573 eV

The geometry in ORCA input format:
```
! wB97M-V def2-TZVPD RIJCOSX def2/J DEFGRID3
* xyz 0 1
C 1.022 -0.699 2.038
N 0.634 -0.729 0.628
C -0.395 -1.736 0.403
H 1.484 -1.672 2.294
H 1.775 0.061 2.214
H 0.157 -0.641 2.690
H 1.431 -0.949 0.060
H -0.053 -2.735 0.721
H -0.547 -1.880 -0.670
H -1.321 -1.418 0.866
S -0.617 1.703 -1.494
H -0.232 0.836 -0.502
H -1.341 0.792 -2.123
*
```

(6)
# C3H4Cl2S

C3H4Cl2S in the gas phase (wB97M-V/def2-TZVPD, the OMol25 dataset).

SMILES: S=C(CCl)CCl
Kohn-Sham gap: 8.3065 eV
E: -39055.2139 eV
molar mass: 143.04 g mol⁻¹
ΔE to the lowest compared entry with this formula, charge and spin: 0.164 eV

The geometry in ORCA input format:
```
! wB97M-V def2-TZVPD RIJCOSX def2/J DEFGRID3
* xyz 0 1
S -0.029 2.320 -0.047
C -0.065 0.699 -0.004
C 0.951 -0.066 0.880
Cl 2.012 -1.103 -0.265
C -1.023 -0.130 -0.809
Cl -2.166 -1.046 0.196
H 1.724 0.551 1.329
H 0.679 -0.826 1.555
H -1.679 0.462 -1.471
H -0.405 -0.861 -1.363
*
```

(7)
# C16H16BrN3OS

C16H16BrN3OS in the gas phase (wB97M-V/def2-TZVPD, the OMol25 dataset).

SMILES: Oc1ccc(Br)cc1/C=N/NC(=S)NCCc1ccccc1
Kohn-Sham gap: 7.9158 eV
E: -104247.1416 eV
molar mass: 378.29 g mol⁻¹

The geometry in ORCA input format:
```
! wB97M-V def2-TZVPD RIJCOSX def2/J DEFGRID3
* xyz 0 1
O 5.138 -3.029 -1.843
C 4.262 -3.528 -0.936
C 4.521 -4.705 -0.245
C 3.618 -5.202 0.677
C 2.442 -4.506 0.906
Br 1.190 -5.178 2.175
C 2.162 -3.336 0.233
C 3.065 -2.826 -0.699
C 2.795 -1.604 -1.417
N 1.717 -0.944 -1.222
N 1.502 0.182 -1.900
C 0.361 0.919 -1.734
S 0.196 2.320 -2.590
N -0.549 0.413 -0.892
C -1.733 1.127 -0.492
C -1.472 2.057 0.704
C -2.711 2.841 1.024
C -3.575 2.434 2.031
C -4.732 3.146 2.297
C -5.039 4.272 1.553
C -4.184 4.683 0.544
C -3.029 3.971 0.281
H 5.910 -3.604 -1.909
H 5.442 -5.241 -0.431
H 3.827 -6.116 1.209
H 1.246 -2.797 0.412
H 3.553 -1.273 -2.130
H 2.185 0.537 -2.571
H -0.258 -0.400 -0.365
H -2.511 0.401 -0.244
H -2.063 1.725 -1.345
H -1.161 1.463 1.566
H -0.660 2.736 0.436
H -3.339 1.556 2.616
H -5.394 2.822 3.086
H -5.941 4.829 1.761
H -4.419 5.562 -0.039
H -2.362 4.293 -0.506
*
```

(8)
# C26H30N4O5PdS2

A molecular structure, C26H30N4O5PdS2 (wB97M-V/def2-TZVPD, the OMol25 dataset).

Kohn-Sham gap: 8.0271 eV
E: -68798.7186 eV
molar mass: 649.10 g mol⁻¹
ΔE to the lowest compared entry with this formula, charge and spin: 0.000 eV

The geometry in ORCA input format:
```
! wB97M-V def2-TZVPD RIJCOSX def2/J DEFGRID3
* xyz 0 1
Pd -0.164 -0.075 0.554
O 1.018 -2.512 1.585
S 1.339 -2.726 0.190
O 2.663 -3.185 -0.134
N 0.992 -1.348 -0.572
C 1.441 -1.154 -1.889
C 1.474 -2.166 -2.822
C 1.880 -1.949 -4.152
C 2.237 -0.708 -4.584
C 2.245 0.361 -3.661
C 2.634 1.665 -4.043
C 2.684 2.660 -3.114
C 2.359 2.335 -1.784
N 1.977 1.147 -1.391
C 1.884 0.146 -2.308
C 0.220 -3.978 -0.394
C -0.954 -3.640 -1.048
C -1.786 -4.651 -1.510
C -1.449 -5.980 -1.300
C -0.274 -6.307 -0.632
C 0.570 -5.305 -0.183
H 1.176 -3.166 -2.543
H 1.883 -2.789 -4.835
H 2.525 -0.525 -5.611
H 2.895 1.850 -5.078
H 2.978 3.669 -3.370
H 2.433 3.101 -1.016
H -1.200 -2.598 -1.211
H -2.696 -4.392 -2.035
H -2.100 -6.766 -1.661
H -0.011 -7.344 -0.472
H 1.502 -5.542 0.313
N 1.493 0.613 1.546
C 1.850 0.040 2.858
C 0.809 0.369 3.919
C -0.574 -0.261 3.689
C -1.642 0.637 3.085
N -1.311 1.176 1.731
H 2.204 0.481 0.823
H 1.389 1.620 1.639
H 2.827 0.424 3.164
H 1.921 -1.039 2.734
H 0.724 1.458 4.041
H 1.210 0.001 4.865
H -0.975 -0.581 4.654
H -0.473 -1.166 3.083
H -1.858 1.478 3.751
H -2.553 0.056 2.960
H -0.863 2.083 1.812
H -2.187 1.348 1.229
C -6.291 -4.067 -3.873
C -5.498 -3.252 -2.888
C -5.426 -3.615 -1.549
C -4.702 -2.856 -0.638
C -4.052 -1.715 -1.074
C -4.112 -1.330 -2.408
C -4.826 -2.102 -3.305
S -3.175 -0.724 0.094
O -3.840 0.561 0.187
O -1.823 -0.540 -0.541
O -3.084 -1.469 1.329
H -6.559 -5.038 -3.458
H -5.728 -4.230 -4.792
H -7.216 -3.552 -4.142
H -5.935 -4.510 -1.210
H -4.627 -3.144 0.401
H -3.595 -0.437 -2.734
H -4.866 -1.810 -4.348
*
```

(9)
# C10H13FSi

C10H13FSi in the gas phase (wB97M-V/def2-TZVPD, the OMol25 dataset).

SMILES: CCC/C=[Si](\F)c1ccccc1
Kohn-Sham gap: 7.8682 eV
E: -21172.0846 eV
molar mass: 180.30 g mol⁻¹
ΔE to the lowest compared entry with this formula, charge and spin: 1.510 eV

The geometry in ORCA input format:
```
! wB97M-V def2-TZVPD RIJCOSX def2/J DEFGRID3
* xyz 0 1
C 0.033 4.144 -0.366
C -0.598 3.434 0.683
C 0.510 2.031 1.149
C 0.413 0.268 0.669
Si 1.289 -1.365 0.727
F 2.682 -1.712 1.304
C 0.720 -2.883 -0.135
C -0.659 -3.148 -0.073
C -1.219 -4.402 -0.439
C -0.334 -5.357 -0.908
C 1.033 -5.098 -1.062
C 1.615 -3.897 -0.610
H 0.900 4.804 0.023
H 0.524 3.421 -1.065
H -0.682 4.769 -1.018
H -1.394 2.774 0.275
H -0.792 3.976 1.578
H 0.429 1.852 2.150
H 1.622 2.177 0.901
H -0.521 0.173 0.255
H -1.208 -2.329 0.371
H -2.264 -4.474 -0.449
H -0.734 -6.431 -0.989
H 1.652 -5.686 -1.643
H 2.676 -3.648 -0.592
*
```

(10)
# C2H6N2OP

A gas-phase ion, C2H6N2OP (charge -1) (wB97M-V/def2-TZVPD, the OMol25 dataset).

SMILES: [O-]P1CCNN1
Kohn-Sham gap: 6.6453 eV
E: -16487.2824 eV
molar mass: 105.06 g mol⁻¹
ΔE to the lowest compared entry with this formula, charge and spin: 0.000 eV

The geometry in ORCA input format:
```
! wB97M-V def2-TZVPD RIJCOSX def2/J DEFGRID3
* xyz -1 1
O 3.015 -0.327 -0.603
P 2.024 0.014 0.451
C 0.418 -0.979 0.226
C -0.551 -0.083 -0.554
N -0.297 1.228 -0.006
N 1.128 1.478 -0.184
H 0.213 -1.354 1.168
H 0.933 -1.853 -0.319
H 0.011 0.090 -1.517
H -1.498 -0.433 -0.763
H -0.499 1.366 1.003
H 1.256 2.113 0.590
*
```

(11)
# C16H37N3O3S

3 unconnected molecules or ions with the total composition C16H37N3O3S (wB97M-V/def2-TZVPD, the OMol25 dataset).

Kohn-Sham gap: 7.8323 eV
E: -38638.2132 eV
molar mass: 351.56 g mol⁻¹

The geometry in ORCA input format:
```
! wB97M-V def2-TZVPD RIJCOSX def2/J DEFGRID3
* xyz 0 1
N -3.090 -0.457 -0.739
C -2.438 0.808 -0.970
O -3.097 1.802 -1.135
C -0.925 0.952 -0.981
C -0.501 2.032 -2.020
S -0.445 3.682 -1.194
C 1.364 4.209 -0.949
O 1.715 4.269 0.218
O 1.954 4.414 -1.957
H -3.786 -0.304 -0.012
H -3.654 -0.605 -1.576
H -0.618 1.280 0.020
H -0.378 0.032 -1.207
H -1.264 2.155 -2.788
H 0.489 1.818 -2.424
H -1.001 3.453 0.016
C 2.747 0.990 4.915
C 3.583 2.143 5.452
N 4.734 2.457 4.629
C 5.662 3.373 5.271
C 5.178 4.796 5.570
C 4.458 2.727 3.225
C 3.499 3.873 2.884
H 3.353 0.092 4.787
H 1.945 0.758 5.619
H 2.278 1.234 3.960
H 3.937 1.853 6.446
H 2.925 3.014 5.595
H 6.575 3.429 4.671
H 5.975 2.918 6.217
H 5.146 5.411 4.672
H 5.873 5.281 6.260
H 4.194 4.812 6.039
H 4.063 1.811 2.775
H 5.405 2.891 2.704
H 2.617 3.886 3.528
H 3.147 3.765 1.858
H 3.990 4.842 2.949
C -2.169 -3.785 -1.675
C -3.473 -3.865 -2.454
N -3.324 -3.563 -3.867
C -4.597 -3.388 -4.550
C -5.531 -4.598 -4.654
C -2.332 -4.347 -4.584
C -2.493 -5.872 -4.595
H -1.705 -2.804 -1.785
H -2.365 -3.945 -0.614
H -1.453 -4.547 -1.988
H -4.159 -3.135 -2.015
H -3.920 -4.856 -2.287
H -4.408 -3.001 -5.555
H -5.141 -2.586 -4.038
H -5.191 -5.309 -5.406
H -6.526 -4.267 -4.960
H -5.643 -5.121 -3.704
H -1.349 -4.114 -4.167
H -2.277 -3.989 -5.615
H -2.765 -6.270 -3.616
H -1.548 -6.338 -4.883
H -3.239 -6.196 -5.319
*
```